one:
{"formula": "C4H10OSi", "method": "ωB97M-V/def2-TZVPD", "homo_ev": -9.60, "orbital_gap_ev": 9.84, "e_lumo_ev": 0.244, "species": ["C", "C", "C", "C", "O", "Si", "H", "H", "H", "H", "H", "H", "H", "H", "H", "H"], "positions_angstrom": [[0.03579, -0.27982, 0.54271], [-0.44442, 0.04093, -0.85365], [-0.82138, -1.59137, 0.40711], [-1.30536, -0.99773, -0.92288], [-4.16611, -0.57840, 0.24169], [-3.53762, 0.78688, 0.06098], [1.16824, -0.50704, 0.49261], [-0.00697, 0.58411, 1.24156], [-0.10648, 0.82283, -1.58055], [5.98192, 1.16678, -0.10658], [-0.29703, -2.52792, 0.05593], [-1.65629, -1.92384, 1.08799], [-1.93831, -1.31145, -1.72449], [5.41126, 1.73361, -0.64125], [-3.08055, 1.46351, 1.19429], [-3.51896, 1.75496, -0.86861]], "mulliken_charge": [-0.501, -0.259, -0.360, -0.626, -0.428, 0.588, 0.215, 0.287, 0.342, 0.008, 0.223, 0.254, 0.478, -0.008, -0.111, -0.103]}


two:
{"formula": "C4H10OSi", "method": "ωB97M-V/def2-TZVPD", "homo_ev": [-7.62, -6.15], "orbital_gap_ev": [6.66, 4.00], "e_lumo_ev": [-0.958, -2.155], "species": ["C", "C", "C", "C", "O", "Si", "H", "H", "H", "H", "H", "H", "H", "H", "H", "H"], "positions_angstrom": [[0.11901, 1.06129, 1.55729], [-0.82184, 2.17700, 1.06331], [1.90302, -1.52997, -1.93492], [0.36109, 0.92152, 2.88724], [0.51940, 0.25885, 0.66517], [0.52219, -0.33988, -2.30210], [-1.38234, 2.07140, 0.23981], [-1.42818, 2.35054, 1.97583], [-0.03305, 3.03694, 0.90091], [2.87317, -0.96693, -1.87629], [1.73552, -1.88855, -0.86955], [2.17933, -2.31835, -2.68950], [-0.04179, 1.54844, 3.65443], [1.32994, 0.49561, 3.29048], [-0.68871, -0.86121, -1.90789], [0.22788, 0.82157, -3.14555]], "mulliken_charge": [0.679, -1.025, -0.830, -0.945, -0.546, 0.528, 0.389, 0.288, 0.205, 0.267, 0.259, 0.356, 0.281, 0.221, -0.081, -0.045]}


three:
{"formula": "C4H10OSi", "method": "ωB97M-V/def2-TZVPD", "homo_ev": -9.78, "orbital_gap_ev": 10.16, "e_lumo_ev": 0.379, "species": ["C", "C", "C", "C", "O", "Si", "H", "H", "H", "H", "H", "H", "H", "H", "H", "H"], "positions_angstrom": [[-1.56894, 0.70595, -1.24157], [-0.23679, 0.51717, -1.26133], [2.11267, 0.64724, -0.35262], [0.58046, 0.48994, -0.06131], [0.42059, -1.02496, 0.85587], [-0.96665, -1.41776, 1.64023], [-2.08917, 0.86565, -2.08223], [-2.29832, 0.71257, -0.41532], [0.38593, 0.46488, -2.17811], [2.23521, 1.59042, -0.82653], [2.81108, 0.79569, 0.45148], [2.53451, -0.16043, -0.78481], [0.08590, 1.00480, 0.68605], [-0.35578, -2.71489, 2.46135], [-1.85944, -1.84433, 0.60753], [-1.79125, -0.63193, 2.50133]], "mulliken_charge": [-0.918, 0.092, -1.619, 0.288, -0.317, 0.350, 0.319, 0.231, 0.319, 0.441, 0.401, 0.411, 0.423, -0.130, -0.142, -0.150]}


four:
{"formula": "C4H10OSi", "method": "ωB97M-V/def2-TZVPD", "homo_ev": -10.22, "orbital_gap_ev": 11.05, "e_lumo_ev": 0.831, "smiles": "C[SiH](C)O.C#C", "species": ["C", "Si", "C", "O", "H", "H", "H", "H", "H", "H", "H", "H", "C", "C", "H", "H"], "positions_angstrom": [[-1.96520, -0.09805, -1.50533], [-0.96831, 0.00214, 0.07239], [-0.44242, 1.73124, 0.82462], [-1.98073, -0.77789, 1.14970], [-1.97687, 0.77899, -2.01728], [-1.30895, -0.91305, -2.10244], [-2.88743, -0.55844, -1.27071], [0.26616, -0.86949, -0.22533], [-1.15703, 2.04044, 1.55572], [0.66782, 1.65547, 1.14507], [-0.40135, 2.50134, 0.07551], [-1.98692, -0.55853, 2.01796], [3.23810, -1.71844, -0.10116], [3.79684, -0.82189, 0.45645], [2.69573, -2.44397, -0.65572], [4.41056, 0.05013, 0.58054]], "mulliken_charge": [-1.019, 0.658, -1.055, -0.498, 0.377, 0.226, 0.298, -0.176, 0.334, 0.238, 0.336, 0.279, -0.406, -0.323, 0.411, 0.321]}


Which structure is the least stable? The one labeled two.